1.
118
Properties=species:S:1:pos:R:3:mulliken_charge:R:1 method="wB97M-V/def2-TZVPD" spin_multiplicity=5 molar_mass_g_mol=1113.1 s2=6.3557 charge=-2 homo_lumo_gap_ev="5.09 / 5.13"
Pm -0.18 -0.19 -0.56 -0.162
C -5.97 -5.67 -2.62 -0.421
C -5.08 -5.88 -1.59 -0.744
C -4.13 -4.92 -1.27 -0.325
C -4.07 -3.72 -1.98 -0.101
C -4.97 -3.53 -3.03 -0.276
C -5.91 -4.49 -3.35 -0.792
C -3.12 -2.66 -1.63 0.825
C -2.21 -2.26 -2.62 0.648
C -2.05 -2.91 -3.90 -0.883
C -0.99 -2.31 -4.50 -1.997
C -0.55 -1.27 -3.62 0.299
C 0.38 -0.24 -3.98 0.600
C 1.54 -0.54 -4.79 0.654
C 2.41 0.47 -5.25 -0.467
C 3.51 0.16 -6.02 -1.044
C 3.82 -1.15 -6.34 -0.354
C 3.03 -2.16 -5.81 -1.155
C 1.93 -1.87 -5.03 -0.055
C 0.02 1.09 -3.60 0.215
N -0.60 1.38 -2.44 0.497
C -1.01 2.67 -2.51 0.225
C -1.61 3.39 -1.46 0.918
C -1.98 4.79 -1.74 0.015
C -1.41 5.86 -1.06 -0.099
C -1.80 7.16 -1.33 -0.816
C -2.75 7.42 -2.30 -0.395
C -3.31 6.36 -3.00 -0.822
C -2.93 5.07 -2.72 -0.198
C -1.88 2.88 -0.18 0.147
C -2.30 3.65 0.96 -1.542
C -2.41 2.78 2.00 -1.325
C -2.14 1.47 1.47 0.376
N -1.82 1.56 0.16 0.192
C -2.49 0.28 2.16 1.502
C -2.92 -0.86 1.43 0.537
C -3.91 -1.84 1.78 -1.693
C -4.12 -2.60 0.68 -1.659
C -3.22 -2.12 -0.33 0.637
N -2.51 -1.07 0.15 0.426
C -2.39 0.34 3.62 -0.217
C -1.25 0.98 4.14 0.219
C -1.05 1.11 5.49 -0.923
C -1.97 0.60 6.39 -0.475
C -3.09 -0.05 5.90 -0.847
C -3.30 -0.17 4.54 -0.599
C -0.67 3.22 -3.80 -1.112
C -0.02 2.24 -4.48 -1.843
N -1.31 -1.25 -2.50 0.319
H -6.72 -6.41 -2.85 0.362
H -5.12 -6.79 -1.01 0.368
H -3.42 -5.09 -0.48 0.532
H -4.93 -2.60 -3.58 0.492
H -6.61 -4.32 -4.16 0.366
H -2.65 -3.72 -4.27 0.577
H -0.62 -2.49 -5.50 0.660
H 2.23 1.49 -4.96 0.610
H 4.16 0.96 -6.37 0.371
H 4.68 -1.38 -6.95 0.356
H 3.31 -3.20 -5.99 0.340
H 1.39 -2.67 -4.57 0.533
H -0.64 5.67 -0.33 0.584
H -1.35 7.98 -0.78 0.383
H -3.07 8.44 -2.51 0.360
H -4.04 6.55 -3.78 0.370
H -3.37 4.24 -3.27 0.499
H -2.49 4.71 0.99 0.597
H -2.71 3.00 3.01 0.580
H -4.44 -1.93 2.71 0.284
H -4.84 -3.39 0.57 0.529
H -0.50 1.34 3.45 0.628
H -0.17 1.62 5.85 0.442
H -1.83 0.71 7.46 0.393
H -3.82 -0.47 6.59 0.364
H -4.21 -0.65 4.20 0.411
H -0.90 4.20 -4.15 0.541
H 0.30 2.26 -5.50 0.701
O 3.73 -1.54 -2.03 -0.836
C 2.62 -1.32 -1.56 0.788
O 1.92 -0.28 -1.61 -0.413
C 1.90 -2.52 -0.77 0.355
O 2.59 -3.42 -0.31 -0.865
O 0.65 -2.40 -0.74 -0.298
N -0.63 -3.14 1.63 -0.061
C -0.50 -1.99 1.56 0.086
H -0.69 -4.11 1.41 0.202
C 6.25 -3.68 2.66 -1.529
C 5.99 -2.24 3.01 1.047
C 7.05 -1.41 3.33 -0.895
C 6.84 -0.07 3.60 -1.010
C 5.57 0.46 3.54 -0.761
C 4.48 -0.36 3.23 0.620
N 3.21 0.15 3.07 -0.019
C 2.76 1.41 3.37 0.088
C 3.10 2.07 4.55 0.132
C 2.59 3.32 4.85 -0.695
C 1.72 3.94 3.97 -0.911
C 1.35 3.30 2.80 -0.152
C 1.85 2.04 2.50 -0.419
C 1.34 1.35 1.25 0.941
O 0.89 2.04 0.32 -0.560
O 1.36 0.08 1.23 -0.491
C 4.69 -1.73 3.00 0.699
C 3.52 -2.62 2.70 -1.784
H 7.32 -3.87 2.59 0.382
H 5.78 -3.90 1.69 0.296
H 5.82 -4.36 3.40 0.319
H 8.06 -1.81 3.34 0.300
H 7.68 0.58 3.83 0.363
H 5.42 1.52 3.67 0.530
H 2.63 -0.27 2.32 0.403
H 3.76 1.58 5.26 0.618
H 2.85 3.80 5.79 0.342
H 1.32 4.92 4.21 0.399
H 0.67 3.75 2.11 0.379
H 2.61 -2.23 3.15 0.518
H 3.69 -3.63 3.08 0.447
H 3.35 -2.71 1.63 0.302


2.
59
Properties=species:S:1:pos:R:3:mulliken_charge:R:1 method="wB97M-V/def2-TZVPD" smiles="COc1ccccc1[C@H](CNc1ccc(S(=O)(=O)N2CCCC2)cc1[N+](=O)[O-])N(C)C" molar_mass_g_mol=448.5 charge=0 de_lowest_kj_mol=603.0 homo_lumo_gap_ev=7.52
C -2.26 0.41 2.10 -0.930
H -2.62 -0.06 3.02 0.409
O -0.85 0.53 2.10 -0.328
C -0.10 -0.60 2.16 0.422
C -0.64 -1.89 2.16 -0.427
C 0.19 -2.99 2.19 -0.751
C 1.56 -2.84 2.22 -1.228
C 2.10 -1.56 2.21 0.246
C 1.30 -0.44 2.19 -0.448
C 1.87 0.96 2.09 0.408
N 2.38 1.47 3.35 0.051
C 3.40 0.69 4.02 -0.860
H 3.05 -0.32 4.17 0.292
H 3.58 1.14 5.00 0.388
H 4.37 0.67 3.49 0.296
C 2.70 2.88 3.32 -1.130
H 1.88 3.42 2.86 0.307
H 2.81 3.23 4.35 0.424
H 3.63 3.10 2.78 0.344
C 2.88 1.04 0.90 -1.560
N 2.48 0.19 -0.20 -0.156
C 1.21 0.17 -0.65 0.424
C 0.44 1.36 -0.67 -0.771
C -0.88 1.36 -1.02 -0.966
C -1.51 0.16 -1.36 0.961
C -0.79 -1.01 -1.41 -0.206
C 0.57 -1.02 -1.10 -1.346
N 1.23 -2.27 -1.14 1.382
O 0.56 -3.26 -1.37 -0.693
O 2.44 -2.31 -0.96 -0.771
H -1.28 -1.94 -1.65 0.699
S -3.29 0.14 -1.59 1.507
O -3.80 1.38 -1.08 -0.781
O -3.78 -1.09 -1.03 -0.743
N -3.63 0.12 -3.22 -0.098
C -3.14 1.26 -3.96 -0.816
H -3.85 1.47 -4.77 0.392
H -3.08 2.12 -3.30 0.390
C -1.78 0.82 -4.54 -0.367
H -0.97 1.11 -3.86 0.029
H -1.60 1.28 -5.51 0.507
C -1.89 -0.72 -4.63 -0.335
H -1.05 -1.20 -4.13 0.121
H -1.89 -1.05 -5.67 0.406
C -3.22 -1.06 -3.94 -0.816
H -3.99 -1.29 -4.69 0.387
H -3.16 -1.90 -3.25 0.337
H -1.47 2.26 -1.00 0.531
H 0.92 2.29 -0.40 0.483
H 2.93 -0.72 -0.24 0.471
H 2.96 2.08 0.56 0.324
H 3.87 0.72 1.21 0.431
H 1.03 1.62 1.85 0.885
H 3.18 -1.46 2.19 0.494
H 2.21 -3.70 2.23 0.386
H -0.24 -3.98 2.18 0.393
H -1.70 -2.03 2.12 0.442
H -2.63 -0.14 1.23 0.332
H -2.64 1.43 2.05 0.229


3.
26
Properties=species:S:1:pos:R:3:mulliken_charge:R:1 method="wB97M-V/def2-TZVPD" smiles="CC(=O)N(C)[Si@@]1(C)C=CCC1" molar_mass_g_mol=169.3 charge=0 de_lowest_kj_mol=0.0 homo_lumo_gap_ev=10.17
C -2.83 -0.70 0.25 -0.472
C -1.80 -1.01 -0.53 -0.612
C 1.96 0.43 0.29 0.815
C -2.77 0.55 1.06 -0.618
C -1.34 1.12 1.07 -0.710
C 3.37 0.03 0.63 -1.361
C 1.36 -1.92 -0.08 -1.028
C -0.32 1.28 -2.06 -1.126
N 1.07 -0.51 -0.04 0.276
O 1.57 1.59 0.28 -0.635
Si -0.47 0.32 -0.42 0.204
H -3.73 -1.30 0.32 0.399
H -1.83 -1.89 -1.16 0.488
H -3.45 1.28 0.60 0.268
H -3.14 0.37 2.07 0.345
H -1.35 2.20 1.03 0.383
H -0.84 0.84 1.99 0.343
H 3.83 -0.48 -0.21 0.336
H 3.95 0.92 0.87 0.321
H 3.37 -0.64 1.49 0.348
H 1.71 -2.28 0.89 0.322
H 0.44 -2.45 -0.33 0.355
H 2.12 -2.15 -0.83 0.334
H 0.34 2.13 -1.95 0.342
H 0.09 0.64 -2.84 0.332
H -1.29 1.63 -2.39 0.353


4.
18
Properties=species:S:1:pos:R:3:mulliken_charge:R:1 method="wB97M-V/def2-TZVPD" smiles="CCN(C)C=O.O" molar_mass_g_mol=105.1 charge=0 de_lowest_kj_mol=138.2 homo_lumo_gap_ev=10.22
C 0.44 -0.46 1.16 -0.151
N 0.27 0.44 0.17 0.143
C -1.05 0.98 -0.25 -0.405
C -2.10 -0.02 -0.70 -1.039
C 1.37 1.40 0.04 -0.903
O 1.36 -0.53 1.96 -0.568
H -0.32 -1.26 1.09 0.410
H -1.37 1.46 0.67 0.366
H -0.79 1.81 -0.90 0.351
H -2.86 0.43 -1.33 0.350
H -2.55 -0.58 0.13 0.291
H -1.43 -0.74 -1.24 0.240
H 2.34 0.94 0.01 0.274
H 1.35 2.08 0.97 0.329
H 1.21 2.17 -0.72 0.322
H 1.11 -2.52 -1.05 0.315
H 1.84 -2.54 0.23 0.328
O 1.19 -3.06 -0.25 -0.652


5.
13
Properties=species:S:1:pos:R:3:mulliken_charge:R:1 method="wB97M-V/def2-TZVPD" spin_multiplicity=2 molar_mass_g_mol=207.5 s2=0.7544 charge=0 de_lowest_kj_mol=89.9 homo_lumo_gap_ev="3.27 / 2.93"
O 2.37 1.59 -0.64 -0.182
O 2.05 2.54 1.25 -0.278
C 2.96 0.57 0.34 -0.464
C 3.12 1.50 1.49 -0.256
C 1.66 2.48 0.00 -0.087
H 2.01 -0.18 0.48 -0.031
H 2.97 1.06 2.48 0.211
H 4.05 2.10 1.52 0.178
O -1.38 -2.23 -0.71 -0.720
C -1.20 -1.01 -0.59 0.587
O -2.05 -0.10 -0.77 -0.694
Li -3.32 -1.73 -0.97 0.815
Rb -1.86 3.10 -0.98 0.922


6.
13
Properties=species:S:1:pos:R:3:mulliken_charge:R:1 method="wB97M-V/def2-TZVPD" molar_mass_g_mol=85.1 charge=0 de_lowest_kj_mol=322.3 homo_lumo_gap_ev=9.74
C -0.36 -1.78 -0.73 -0.130
C -0.31 1.70 -0.10 -0.859
C 0.14 -0.62 -0.03 0.461
N -0.90 -2.66 -1.21 -0.402
N 0.54 -1.04 1.22 -0.580
N -0.83 0.39 0.02 -0.342
H -1.10 2.38 -0.30 0.363
H 0.34 1.96 0.81 0.214
H 0.42 1.76 -0.90 0.324
H 1.43 -0.04 -1.07 0.174
H 1.15 -0.47 1.81 0.240
H 1.02 -2.01 1.18 0.269
H -1.54 0.42 -0.69 0.267